1.
DFT (wB97M-V/def2-TZVPD) results for a gas-phase ion, C3H10FN2 (charge +1).

Structure (XYZ):
```
16
C3H10FN2 | OMol25 | wB97M-V/def2-TZVPD
N 2.863 0.936 -0.149
C 1.980 -0.045 0.401
F 2.233 -1.262 -0.277
C 0.360 0.218 0.041
C -0.866 -0.911 0.236
N -2.208 -0.337 -0.233
H 3.816 0.801 0.240
H 2.642 1.090 -1.151
H 2.022 -0.064 1.460
H -0.009 1.181 0.480
H 0.359 0.465 -1.042
H -1.109 -1.198 1.328
H -0.544 -1.852 -0.330
H -2.410 0.618 0.060
H -2.958 -0.975 0.197
H -2.362 -0.516 -1.289
```

Computed properties:
2S+1: 1
HOMO-LUMO gap: 9.35 eV
Electronic energy: -8962.9425 eV
Total charge: +1
SMILES: N[C@H](F)CC[NH3+]


2.
DFT (wB97M-V/def2-TZVPD) results for a molecular structure, C3H10FNO4P2Pb.

Structure (XYZ):
```
22
C3H10FNO4P2Pb | OMol25 | wB97M-V/def2-TZVPD
C 1.607 1.404 -0.415
O 1.398 0.537 -1.469
P 0.512 -0.812 -1.364
O 0.333 -1.404 -2.666
O -0.701 -0.407 -0.455
C -1.781 0.384 -1.111
C -2.351 1.342 -0.079
F -2.440 2.607 -0.624
O 1.345 -1.722 -0.303
P 1.161 -2.065 1.229
N 0.159 -3.105 1.668
H 1.503 0.771 0.524
H 0.847 2.190 -0.361
H 2.603 1.847 -0.473
H -1.362 0.939 -1.951
H -2.501 -0.345 -1.471
H -3.339 1.037 0.261
H -1.676 1.394 0.784
H 2.508 -2.305 1.503
H 0.938 -0.722 1.909
H -0.606 -2.891 2.293
Pb 1.845 1.324 2.572
```

Computed properties:
2S+1: 1
HOMO-LUMO gap: 5.71 eV
Electronic energy: -39476.6036 eV
Total charge: +2


3.
DFT (wB97M-V/def2-TZVPD) results for 2 unconnected molecules or ions with the total composition C3H10IN2.

Structure (XYZ):
```
16
C3H10IN2 | OMol25 | wB97M-V/def2-TZVPD
C 1.466 1.865 -0.035
C 0.321 0.824 0.406
C 0.548 -0.629 0.098
N -0.558 -1.372 0.312
N 1.798 -1.153 -0.123
I -3.974 -0.165 -0.025
H 1.177 2.206 -1.012
H 1.421 2.782 0.541
H 2.518 1.583 -0.014
H -0.712 1.219 0.156
H 0.209 0.852 1.428
H -0.619 -2.393 0.102
H -1.428 -0.986 0.595
H 1.728 -2.225 -0.039
H 2.625 -0.555 -0.461
H -3.895 -0.366 -1.636
```

Computed properties:
2S+1: 1
HOMO-LUMO gap: 9.93 eV
Electronic energy: -14347.3969 eV
Total charge: +1


4.
DFT (wB97M-V/def2-TZVPD) results for 2 unconnected molecules or ions with the total composition C3H10N.

Structure (XYZ):
```
14
C3H10N | OMol25 | wB97M-V/def2-TZVPD
C -1.063 -0.292 3.351
H -1.961 0.173 2.803
H -0.066 -0.443 3.030
H -1.418 -1.260 3.773
H -0.972 0.307 4.245
C -0.096 -0.793 -0.663
C 1.028 1.169 -1.682
N 0.384 0.090 -1.856
H 0.770 -1.555 -0.501
H -1.028 -1.211 -0.783
H -0.113 -0.148 0.212
H 1.121 1.455 -0.559
H 1.671 1.645 -2.490
H 0.097 -0.099 -2.774
```

Computed properties:
2S+1: 1
HOMO-LUMO gap: 10.09 eV
Electronic energy: -4754.5631 eV
Total charge: +1


5.
DFT (wB97M-V/def2-TZVPD) results for 2 unconnected molecules or ions with the total composition C3H10N.

Structure (XYZ):
```
14
C3H10N | OMol25 | wB97M-V/def2-TZVPD
C -5.073 1.645 -0.233
H -4.292 2.053 0.406
H -4.872 2.139 -1.183
H -4.911 0.569 -0.368
H -6.082 1.691 0.147
C 2.223 -1.671 -0.458
C 3.413 -0.167 1.093
N 3.019 -0.473 -0.078
H 2.152 -1.691 -1.537
H 2.762 -2.539 -0.101
H 1.201 -1.542 -0.114
H 2.851 -0.674 1.880
H 4.115 0.614 1.353
H 3.493 0.046 -0.807
```

Computed properties:
2S+1: 1
HOMO-LUMO gap: 9.04 eV
Electronic energy: -4755.2215 eV
Total charge: +1


6.
DFT (wB97M-V/def2-TZVPD) results for 2 unconnected molecules or ions with the total composition C3H10N.

Structure (XYZ):
```
14
C3H10N | OMol25 | wB97M-V/def2-TZVPD
N -1.500 -1.379 0.481
H -0.646 -1.843 0.278
H -1.253 -0.535 1.067
H -2.034 -1.083 -0.357
H -2.007 -2.082 1.006
C 0.460 0.684 -1.387
C 0.916 0.284 0.082
C 1.057 1.296 1.011
H -0.043 1.722 -1.391
H 1.453 0.478 -1.950
H -0.146 -0.226 -1.708
H 1.584 -0.620 0.156
H 1.259 1.017 2.148
H 0.901 2.286 0.563
```

Computed properties:
2S+1: 1
HOMO-LUMO gap: 9.30 eV
Electronic energy: -4754.4054 eV
Total charge: +1


7.
DFT (wB97M-V/def2-TZVPD) results for 2 unconnected molecules or ions with the total composition C3H10N2.

Structure (XYZ):
```
15
C3H10N2 | OMol25 | wB97M-V/def2-TZVPD
C 4.270 0.228 -0.946
C 2.883 -0.154 -0.425
H 4.189 0.712 -1.921
H 4.780 0.926 -0.278
H 4.960 -0.599 -1.126
H 2.822 -1.173 -0.039
H 2.214 -0.178 -1.293
H 2.383 0.575 0.204
N -2.094 0.766 -0.025
C -2.452 -0.417 0.544
N -3.582 -0.675 1.105
H -1.115 1.061 0.060
H -2.740 1.525 0.132
H -1.662 -1.158 0.441
H -4.352 -0.225 0.622
```

Computed properties:
<S²>: 0.751
2S+1: 2
HOMO-LUMO gap (alpha / beta): 2.84 / 9.02 eV
Electronic energy: -6251.2471 eV
Total charge: -1


8.
DFT (wB97M-V/def2-TZVPD) results for 2 unconnected molecules or ions with the total composition C3H10N2.

Structure (XYZ):
```
15
C3H10N2 | OMol25 | wB97M-V/def2-TZVPD
H 1.310 -2.180 1.517
N 0.583 -2.841 1.599
C -0.398 -2.189 1.019
N -1.722 -2.097 1.318
H -0.019 -1.575 0.176
H -2.249 -2.703 1.977
H -2.182 -1.295 0.923
C 0.587 2.381 -1.655
C 0.924 3.790 -1.774
H 0.258 1.989 -2.671
H 1.414 1.559 -1.489
H -0.169 2.232 -0.941
H 1.986 3.995 -2.035
H 0.665 4.404 -0.835
H 0.283 4.242 -2.578
```

Computed properties:
2S+1: 1
HOMO-LUMO gap: 9.49 eV
Electronic energy: -6251.7097 eV
Total charge: 0
SMILES: [H]/N=C/N.CC